[1]
C14H18N4O7Si | ωB97M-V/def2-TZVPD

Values from the calculation:
HOMO-LUMO gap = 6.0 eV
DFT total energy = -1579.16049 a.u.
maximum force = 0.08447 hartree/bohr

ORCA input file:
```
! wB97M-V def2-TZVPD RIJCOSX def2/J DEFGRID3
* xyz 0 1
C 3.4457 -0.2922 -0.7456
Si 1.9661 -0.4925 -1.8553
C 1.7357 0.8807 -3.1020
C 1.8014 -2.0769 -2.8605
O 0.7369 -0.3972 -0.6760
C -0.5439 -0.1713 -0.9469
C -1.4677 -0.4081 0.1521
C -2.9106 -0.4949 -0.3743
C -3.0213 -1.0410 -1.7708
C -2.2613 -0.1823 -2.7525
O -0.8774 -0.1474 -2.2134
H 4.3552 -0.2032 -1.3422
H 3.3569 0.6126 -0.1369
H 3.5777 -1.1251 -0.0487
H 2.6292 0.9057 -3.7466
H 0.8428 0.7097 -3.7253
H 1.6235 1.8555 -2.6064
H 2.6346 -2.0806 -3.5802
H 1.8480 -3.0007 -2.2667
H 0.8568 -2.0773 -3.4323
H -1.1809 -1.3312 0.7967
H -3.4594 -1.1519 0.3056
H -3.3810 0.5133 -0.3194
H -2.6215 -2.0790 -1.7726
H -4.0242 -1.1079 -2.2138
H -2.1599 -0.5524 -3.7677
H -2.6156 0.8478 -2.8306
O 2.8593 2.0066 4.4446
N 1.9365 1.1823 4.5486
O 1.8148 0.4361 5.5651
C 0.9116 1.0545 3.5424
C -0.2111 0.2368 3.7890
C -1.2413 0.1288 2.8661
N -2.2862 -0.8329 3.2078
O -2.1692 -1.6226 4.1601
O -3.2869 -0.8653 2.4227
C -1.2022 0.6414 1.4471
C -0.0169 1.4682 1.2678
N 0.3258 2.0643 0.1054
O 1.4250 2.9459 0.5525
N 1.7932 2.7389 1.8566
C 0.8988 1.8192 2.2865
H -0.2235 -0.3095 4.7215
H -2.2138 0.9951 1.0482
*
```

Atomic partial charges in e from the Löwdin method, atoms 1 to 8:
1. C -0.131
2. Si 0.502
3. C -0.150
4. C -0.148
5. O -0.036
6. C -0.289
7. C -0.125
8. C -0.152


[2]
C14H18NOS2 | ωB97M-V/def2-TZVPD

Values from the calculation:
HOMO-LUMO gap = 4.9 eV
DFT total energy = -1470.31884 a.u.
maximum force = 0.03469 hartree/bohr

ORCA input file:
```
! wB97M-V def2-TZVPD RIJCOSX def2/J DEFGRID3
* xyz 1 1
C 4.4734 -0.0959 -1.9669
O 4.0321 1.2850 -1.9396
C 2.7083 1.5200 -1.7341
C 1.8097 0.4893 -1.3601
C 0.4548 0.7936 -1.2920
C 0.0028 2.1173 -1.5646
N -1.3810 2.0634 -1.6433
C -1.8177 0.7830 -1.4409
C -3.2547 0.4710 -1.5171
C -0.7194 -0.0259 -1.1568
C 0.8802 3.1355 -1.9172
C 2.2399 2.8502 -1.9684
H 5.5565 -0.0222 -2.0831
H 4.2191 -0.6156 -1.0298
H 4.0247 -0.6258 -2.8209
H 2.1220 -0.5522 -1.2261
H -1.9890 2.8449 -1.8719
H -3.3975 -0.6127 -1.5780
H -3.7948 0.8627 -0.6399
H -3.6885 0.9257 -2.4207
H -0.6957 -1.1109 -1.1500
H 0.5007 4.1315 -2.1366
H 2.9776 3.6118 -2.2080
C -0.7477 -2.0557 3.9961
C -0.6821 -3.0995 2.8894
S -0.2336 -2.4284 1.2439
C -1.3864 -1.2068 1.0564
S -1.4275 0.0329 2.1994
C -1.7474 -0.9377 3.7279
H -1.0389 -2.5624 4.9226
H 0.2479 -1.6301 4.1647
H 0.1195 -3.8198 3.0982
H -1.6306 -3.6381 2.7601
H -2.2669 -1.3807 0.4301
H -2.7778 -1.3119 3.6525
H -1.6917 -0.1855 4.5249
*
```

Atomic partial charges in e from the Löwdin method, atoms 1 to 8:
1. C -0.051
2. O -0.086
3. C -0.248
4. C 0.049
5. C -0.156
6. C -0.193
7. N 0.156
8. C -0.275


[3]
C14H19BCl2F10N6NiO4S2 | ωB97M-V/def2-TZVPD

Values from the calculation:
⟨S²⟩ = 2.00
HOMO-LUMO gap (spin up / spin down) = 9.4 / 6.9 eV
DFT total energy = -5423.06823 a.u.
maximum force = 0.06915 hartree/bohr

ORCA input file:
```
! wB97M-V def2-TZVPD RIJCOSX def2/J DEFGRID3
* xyz 0 3
Ni 1.9610 0.2450 -1.9477
B 4.6049 0.1490 -0.2139
F 4.2667 1.4813 0.1096
F 3.4729 -0.3919 -0.9087
F 5.7143 0.1623 -1.0588
F 4.9198 -0.5830 0.9261
C -1.1773 -1.7989 -2.0464
F -0.4571 -1.7266 -3.1827
F -2.0419 -0.8278 -1.9965
F -1.8119 -2.9599 -2.1300
S 0.0836 -1.8576 -0.6319
O -0.6257 -2.3702 0.5239
O 1.1954 -2.6604 -1.0751
N 0.6270 -0.1893 -0.6090
S -0.1938 0.3345 0.6995
O -1.6285 0.1628 0.5021
O 0.3394 -0.0767 1.9590
C 0.0399 2.2044 0.6282
F -0.3415 2.5932 -0.5931
F -0.6946 2.8193 1.5205
F 1.3147 2.4896 0.8368
C -3.7005 4.2597 2.2629
C -3.0825 5.2065 3.1862
N -2.5977 5.9249 3.9349
H -3.0560 3.7202 1.5788
H -4.4884 4.7670 1.7061
H -4.1902 3.5586 2.9449
C -1.8268 1.8339 -4.6177
C -0.6164 1.5006 -3.8656
N 0.2917 1.1468 -3.2706
H -1.8938 1.1378 -5.4503
H -1.7948 2.8882 -4.8769
H -2.6600 1.6344 -3.9412
C 0.8941 0.5742 5.0996
C -0.1977 1.5145 4.7535
N -1.0707 2.1846 4.4349
H 1.0903 -0.0911 4.2627
H 0.5444 -0.0095 5.9477
H 1.7753 1.1776 5.3036
C -5.0217 0.5059 0.6156
C -5.7786 0.6848 -0.6213
N -6.3334 0.8109 -1.6181
H -5.2633 1.2447 1.3813
H -3.9466 0.5744 0.4655
H -5.2297 -0.4397 1.1151
C 1.9302 -3.1966 -4.9245
C 2.2608 -2.0417 -4.1301
N 2.4701 -1.1374 -3.4656
H 1.0867 -3.0115 -5.5875
H 1.7574 -4.0565 -4.2798
H 2.7544 -3.4394 -5.5993
Cl 3.7488 -5.3659 1.6862
C 3.9578 -3.5895 1.6325
C 2.7096 -2.8952 2.1324
Cl 2.5553 -2.9778 3.9374
H 4.1543 -3.3221 0.5993
H 4.7676 -3.2953 2.2941
H 1.8007 -3.3489 1.7419
H 2.6322 -1.8314 1.9189
*
```

Atomic partial charges in e from the Löwdin method, atoms 1 to 8:
1. Ni 0.858
2. B -1.218
3. F 0.099
4. F 0.044
5. F 0.125
6. F 0.144
7. C -0.674
8. F 0.087


[4]
C14H19BaClN2 | ωB97M-V/def2-TZVPD

Values from the calculation:
HOMO-LUMO gap = 5.0 eV
DFT total energy = -1139.94577 a.u.
maximum force = 0.05339 hartree/bohr

ORCA input file:
```
! wB97M-V def2-TZVPD RIJCOSX def2/J DEFGRID3
* xyz 0 1
C 1.1179 -3.8992 -0.4056
C -0.1161 -3.7183 -1.3251
H 1.9849 -3.3240 -0.7614
H 1.4512 -4.9484 -0.4344
H 0.9371 -3.7285 0.6707
H -0.1977 -2.8080 -1.9477
H -0.0715 -4.4902 -2.0973
H -1.0733 -3.8350 -0.8076
C 2.8563 1.3468 0.4155
C 3.4926 2.5674 0.6434
C 2.7475 3.7379 0.5220
C 1.4119 3.6548 0.1164
H 3.3944 0.4024 0.5674
H 4.5428 2.5738 0.9475
H 3.1945 4.7129 0.7277
H 0.7673 4.5279 0.0530
N 1.5806 1.2574 -0.0233
C 0.8520 2.3947 -0.2037
C -0.5654 2.2519 -0.6551
N -1.0689 0.9916 -0.7620
C -2.3785 0.8085 -1.0397
C -2.7373 3.1741 -1.2482
C -3.2483 1.8710 -1.3114
H -2.7330 -0.2275 -0.9925
H -4.2898 1.6456 -1.5503
C -1.3898 3.3618 -0.9264
H -0.9688 4.3656 -0.8453
H -3.3994 4.0232 -1.4435
Ba 0.2827 -1.3218 -0.0124
C -2.4120 -2.0724 0.6816
H -3.1725 -2.3976 -0.0481
H -2.7469 -1.1678 1.2275
H -2.1147 -2.8847 1.3745
Cl 2.4087 -1.7807 2.3491
C 0.8037 -2.3104 2.5801
H 0.7338 -3.2653 3.1153
H 0.1242 -1.4895 2.8492
*
```

Atomic partial charges in e from the Löwdin method, atoms 1 to 8:
1. C -0.305
2. C -0.293
3. H 0.044
4. H 0.085
5. H -0.007
6. H 0.007
7. H 0.073
8. H 0.049


[5]
C14H19BrErO | ωB97M-V/def2-TZVPD

Values from the calculation:
⟨S²⟩ = 3.75
HOMO-LUMO gap (spin up / spin down) = 4.4 / 4.5 eV
DFT total energy = -4209.24229 a.u.
maximum force = 0.02628 hartree/bohr

ORCA input file:
```
! wB97M-V def2-TZVPD RIJCOSX def2/J DEFGRID3
* xyz -1 4
C -1.9474 -0.7853 -1.3624
C -2.0998 -1.3547 -0.0586
C -2.3971 -0.2904 0.8626
H -2.0435 -2.4246 0.1895
C -2.4731 0.9189 0.1188
C -2.1653 0.6325 -1.2480
H -2.1612 1.3432 -2.0743
H -1.7275 -1.3376 -2.2877
H -2.6345 -0.4108 1.9254
H -2.8177 1.8673 0.5197
Er -0.0307 0.0395 0.0106
Br 1.6614 -1.4836 -1.2049
C 2.5516 0.6887 -4.2893
C 1.4887 1.4896 -4.8103
C 0.4921 0.6101 -5.3410
H 1.4524 2.5772 -4.8233
C 0.9424 -0.7339 -5.1507
C 2.2124 -0.6855 -4.4947
H 2.8149 -1.5402 -4.2112
H 3.4673 1.0539 -3.8361
H -0.4351 0.9107 -5.8259
H 0.4253 -1.6343 -5.4687
C 1.8823 0.2784 3.9412
C 0.4674 0.0634 3.4052
C 0.0506 -1.3217 3.9041
C -0.3942 1.2293 3.8905
O 0.4338 0.0535 1.9827
H 1.8060 0.2627 5.0396
H 2.2962 1.2505 3.6425
H 2.5529 -0.5362 3.6397
H 0.0908 -1.3938 4.9965
H -0.9643 -1.5830 3.5770
H 0.7647 -2.0561 3.4944
H 0.0035 2.1580 3.4545
H -1.4413 1.1062 3.5841
H -0.3674 1.3371 4.9839
*
```

Atomic partial charges in e from the Löwdin method, atoms 1 to 8:
1. C -0.226
2. C -0.220
3. C -0.223
4. H 0.114
5. C -0.209
6. C -0.203
7. H 0.109
8. H 0.117